Formula: C23H20GaN8O2S3
Source: the OMol25 dataset
Level of theory: ωB97M-V with the def2-TZVPD basis set

Atoms and positions in Å:
Ga1 7.111 13.347 12.806
C1 10.352 14.921 17.006
C2 9.048 15.016 16.180
N1 8.461 14.040 15.596
N2 8.985 12.807 15.756
C3 8.285 11.795 15.308
N3 8.745 10.587 15.500
S1 6.698 11.984 14.582
C4 8.489 16.372 16.015
C5 8.845 17.425 16.864
C6 8.156 18.623 16.764
C7 7.153 18.707 15.812
C8 6.980 17.679 14.935
N4 7.592 16.521 15.010
H1 10.951 15.774 16.774
H2 10.938 14.032 16.751
H3 10.091 14.930 18.073
H4 9.787 12.702 16.394
H5 9.650 10.451 15.920
H6 8.295 9.762 15.142
H7 9.635 17.324 17.529
H8 8.411 19.455 17.377
H9 6.490 19.540 15.733
H10 6.330 17.806 14.100
S2 9.238 13.737 12.110
C9 8.571 14.531 10.673
C10 9.312 14.494 9.470
C11 8.794 15.029 8.299
C12 9.626 14.928 7.108
N5 10.201 14.671 6.142
C13 7.522 15.615 8.283
C14 6.820 15.722 9.461
C15 7.292 15.116 10.671
S3 6.222 15.180 12.063
C16 6.933 16.104 7.070
N6 6.295 16.440 6.150
H11 10.255 14.015 9.446
H12 5.868 16.223 9.447
O1 10.534 7.933 9.593
C17 9.341 7.206 9.343
N7 8.227 8.130 9.266
C18 7.879 8.671 10.490
O2 8.154 8.197 11.582
C19 7.029 9.884 10.437
C20 6.027 10.087 9.500
C21 5.327 11.246 9.561
C22 5.521 12.183 10.565
N8 6.537 12.008 11.404
C23 7.240 10.838 11.404
H13 10.596 8.154 10.523
H14 9.059 6.463 10.112
H15 9.465 6.636 8.399
H16 8.204 8.846 8.535
H17 5.806 9.289 8.796
H18 4.529 11.451 8.835
H19 4.920 13.089 10.642
H20 7.940 10.698 12.157

Properties
Kohn-Sham gap = 0.2739 Eh
LUMO energy = -3.38 eV
Highest occupied orbital energy = -10.83 eV
Spin multiplicity = 1
Total charge = +1
Maximum force = 2.7 eV/A

Formula: C2H3O2Yb
Source: the OMol25 dataset
Level of theory: ωB97M-V with the def2-TZVPD basis set

Atoms and positions in Å:
O1 0.470 0.180 0.559
C1 0.944 0.219 -1.181
C2 -0.465 0.108 -0.342
H1 1.366 -0.769 -1.365
H2 1.230 1.133 -1.693
H3 -1.200 0.914 -0.447
Yb1 -1.503 -1.440 3.224
O2 -0.841 -0.345 1.245

Properties
Kohn-Sham gap (spin up / spin down) = 0.2638 / 0.3025 Eh
LUMO energy (spin up / spin down) = -10.12 / -10.34 eV
Highest occupied orbital energy (spin up / spin down) = -17.30 / -18.57 eV
Spin multiplicity = 2
Total charge = +2
Expectation value of S² = 0.7854
Maximum force = 6.4 eV/A

Formula: C15H46F9O20Pt2S3
Source: the OMol25 dataset
Level of theory: ωB97M-V with the def2-TZVPD basis set

Atoms and positions in Å:
Pt1 1.462 0.980 -3.679
Pt2 0.705 -3.851 -1.984
C1 3.317 -3.165 -5.538
F1 2.182 -3.178 -6.210
F2 3.591 -4.381 -5.124
F3 4.261 -2.677 -6.311
S1 3.071 -2.070 -4.015
O1 2.332 -2.950 -3.095
O2 4.387 -1.677 -3.571
O3 2.300 -0.869 -4.366
C2 -2.038 -1.927 -5.243
F4 -1.125 -2.289 -6.137
F5 -2.851 -1.020 -5.753
F6 -2.765 -3.017 -4.954
S2 -1.232 -1.347 -3.653
O4 -0.539 -2.556 -3.229
O5 -0.282 -0.299 -3.990
O6 -2.285 -0.856 -2.772
C3 -0.150 0.064 0.406
F7 -1.139 0.389 -0.421
F8 0.272 1.210 0.963
F9 -0.652 -0.754 1.308
S3 1.255 -0.705 -0.582
O7 0.739 -1.991 -1.041
O8 1.477 0.199 -1.704
O9 2.340 -0.786 0.381
O10 4.900 0.494 -2.174
H1 5.017 0.185 -1.268
H2 4.814 -0.330 -2.716
O11 -3.268 -2.411 -0.444
H3 -3.207 -1.544 -0.866
H4 -3.938 -2.882 -0.953
O12 4.985 -1.031 0.864
H5 4.092 -0.694 0.674
H6 4.840 -1.867 1.316
O13 2.517 -4.234 -0.669
H7 2.776 -4.460 0.234
H8 3.333 -3.954 -1.111
O14 3.271 2.155 -3.310
H9 3.852 1.550 -2.769
H10 3.592 3.047 -3.129
O15 0.172 2.438 -2.665
H11 -0.820 2.389 -2.579
H12 0.434 3.288 -2.289
O16 -1.125 -4.206 -0.803
H13 -1.748 -3.545 -0.430
H14 -1.626 -5.029 -0.857
C4 -0.881 5.579 0.719
C5 -0.222 4.479 1.554
C6 -0.071 4.982 2.981
O17 -1.161 3.397 1.549
H15 -0.144 6.358 0.526
H16 -1.768 5.933 1.242
H17 -1.224 5.162 -0.227
H18 0.770 4.173 1.201
H19 0.511 4.290 3.601
H20 -1.028 4.985 3.505
H21 0.414 5.957 3.031
H22 -0.643 2.589 1.668
C7 -0.171 1.066 4.298
C8 0.699 0.840 5.488
C9 2.000 0.114 5.110
O18 1.097 2.086 6.040
H23 -1.106 1.593 4.516
H24 -0.446 0.167 3.739
H25 0.297 1.723 3.560
H26 0.310 0.225 6.308
H27 1.824 -0.706 4.410
H28 2.553 -0.279 5.960
H29 2.631 0.834 4.582
H30 0.366 2.531 6.479
C10 -3.771 3.901 -2.408
C11 -3.506 2.488 -1.903
C12 -4.745 1.609 -1.807
O19 -2.579 1.883 -2.816
H31 -2.831 4.335 -2.762
H32 -4.276 4.403 -1.586
H33 -4.315 3.957 -3.355
H34 -3.025 2.559 -0.921
H35 -5.573 2.077 -1.269
H36 -4.540 0.677 -1.275
H37 -5.166 1.386 -2.790
H38 -2.650 0.902 -2.780
C13 -0.770 -2.828 5.412
C14 -1.245 -2.963 3.974
C15 -0.064 -3.204 3.046
O20 -2.227 -3.966 3.864
H39 -1.551 -2.633 6.146
H40 -0.036 -2.035 5.587
H41 -0.243 -3.748 5.691
H42 -1.747 -2.029 3.700
H43 0.362 -4.161 3.364
H44 0.664 -2.394 3.060
H45 -0.378 -3.337 2.008
H46 -1.894 -4.792 4.234

Properties
Kohn-Sham gap (spin up / spin down) = 0.3096 / 0.2502 Eh
LUMO energy (spin up / spin down) = -3.62 / -5.24 eV
Highest occupied orbital energy (spin up / spin down) = -12.04 / -12.04 eV
Spin multiplicity = 5
Total charge = +1
Expectation value of S² = 6.0048
Maximum force = 1.9 eV/A